No. 1
Density functional theory data (ωB97M-V with the def2-TZVPD basis set) for C13H34N2O5Tl as an isolated structure.

```
! wB97M-V def2-TZVPD RIJCOSX def2/J DEFGRID3
* xyz 3 1
Tl -0.010 -0.221 0.204
C 0.981 -3.835 0.834
O 0.759 -2.890 -0.212
C 1.466 -3.289 -1.391
C 1.523 -2.320 -2.509
N 1.836 -1.014 -1.923
C 1.964 -0.024 -3.037
C 2.438 1.342 -2.474
O 1.626 1.761 -1.365
C 1.806 3.090 -1.018
H 1.758 -3.509 1.526
H 1.310 -4.826 0.519
H 0.054 -3.994 1.385
H 1.094 -4.187 -1.884
H 2.480 -3.640 -1.205
H 0.625 -2.372 -3.125
H 2.285 -2.474 -3.273
H 2.812 -1.062 -1.669
H 0.965 0.186 -3.420
H 2.664 -0.362 -3.800
H 2.269 2.050 -3.285
H 3.495 1.317 -2.209
H 1.494 3.820 -1.764
H 2.830 3.317 -0.722
H 1.150 3.342 -0.185
C 1.442 -0.303 3.817
O 0.774 0.565 2.927
C 0.493 1.842 3.490
C 0.212 2.910 2.421
N -0.833 2.487 1.473
C -2.142 2.137 2.086
C -3.203 1.516 1.136
O -2.864 0.315 0.422
C -4.045 -0.362 0.025
H 1.468 -1.358 3.544
H 1.046 -0.245 4.831
H 2.489 -0.014 3.907
H 1.320 2.211 4.097
H -0.369 1.643 4.127
H 1.151 3.225 1.966
H 0.007 3.837 2.956
H -1.111 3.399 1.141
H -2.480 2.998 2.663
H -2.024 1.388 2.869
H -3.643 2.275 0.489
H -3.916 1.163 1.881
H -3.828 -1.168 -0.675
H -4.854 0.205 -0.437
H -4.593 -0.880 0.812
C -2.075 -1.436 -2.918
O -1.497 -1.922 -1.705
H -2.840 -0.708 -2.648
H -1.349 -0.927 -3.551
H -2.581 -2.184 -3.529
H -1.828 -2.819 -1.614
*
```

E: -1172.5700 a.u.
ΔE to the lowest compared entry with this formula, charge and spin: 8.3 kcal/mol

Atomic partial charges in e from the Mulliken method, atoms 1 to 2: Tl 1.443; C -0.905

---

No. 2
Density functional theory data (ωB97M-V with the def2-TZVPD basis set) for a 8-piece molecular cluster, C31H48ClN4O21 overall.

```
! wB97M-V def2-TZVPD RIJCOSX def2/J DEFGRID3
* xyz -1 1
Cl -1.698 0.958 -0.455
O -1.499 -0.426 -0.684
O -1.240 1.549 0.744
O -1.123 1.686 -1.551
O -3.112 1.237 -0.370
C 0.113 -0.243 3.046
N 0.017 -1.182 4.216
O 0.413 -0.773 5.277
O -0.626 -2.182 4.080
H -0.440 0.625 3.405
H -0.331 -0.795 2.218
H 1.170 -0.062 2.849
C -1.075 5.949 1.915
C -0.124 4.971 2.648
C -0.761 4.221 3.788
O 0.126 3.465 4.582
C -0.451 3.208 5.874
N 0.459 4.018 1.742
H -1.501 6.737 2.537
H -1.965 5.439 1.546
H -0.493 6.511 1.184
H 0.724 5.540 3.029
H -1.518 3.612 3.294
H -1.286 4.898 4.461
H 0.086 2.416 6.396
H -1.470 2.828 5.807
H -0.460 4.110 6.487
H -0.291 3.346 1.671
H 0.632 4.465 0.853
C 6.301 1.192 1.817
C 5.214 1.796 0.949
C 3.913 0.925 0.940
O 3.199 1.193 -0.309
C 1.829 0.952 -0.277
N 4.971 3.070 1.495
H 7.177 1.808 2.017
H 6.625 0.181 1.568
H 5.780 1.075 2.768
H 5.524 1.871 -0.093
H 3.333 1.150 1.835
H 4.036 -0.157 0.885
H 1.657 -0.004 0.217
H 1.379 0.621 -1.214
H 1.285 1.748 0.232
H 4.265 3.448 0.880
H 5.676 3.756 1.266
C 1.693 -2.487 -2.062
C 1.678 -3.978 -1.550
C 2.909 -4.893 -1.954
O 2.754 -5.582 -3.189
C 3.990 -6.173 -3.604
N 1.657 -3.847 -0.173
H 0.726 -2.044 -1.824
H 1.907 -2.476 -3.130
H 2.512 -1.855 -1.717
H 0.701 -4.350 -1.858
H 3.037 -5.606 -1.139
H 3.806 -4.273 -1.981
H 4.476 -6.796 -2.853
H 4.676 -5.395 -3.939
H 3.758 -6.786 -4.475
H 0.763 -3.394 -0.045
H 1.524 -4.738 0.284
C -1.305 6.041 -4.408
C -0.428 7.081 -4.537
C 0.683 7.380 -3.586
O 1.538 8.222 -3.701
C 0.679 6.402 -2.452
C -0.159 5.379 -2.398
C -1.262 5.020 -3.334
O -1.955 4.035 -3.264
O 0.066 4.331 -1.523
O -0.653 7.998 -5.566
H -2.177 5.971 -5.041
H 1.543 6.380 -1.805
H -0.559 3.655 -1.797
H 0.126 8.544 -5.698
C -5.323 -3.661 -2.893
C -4.084 -3.145 -2.683
C -2.810 -3.758 -3.158
O -1.718 -3.103 -3.064
C -2.984 -4.934 -3.966
C -4.207 -5.472 -4.118
C -5.507 -4.892 -3.698
O -6.598 -5.268 -4.052
O -4.324 -6.652 -4.796
O -4.035 -1.880 -2.196
H -6.196 -3.195 -2.459
H -2.203 -5.509 -4.441
H -5.228 -6.973 -4.824
H -3.254 -1.416 -2.506
C -2.736 -2.877 1.752
C -1.686 -3.656 1.540
C -1.165 -4.658 2.520
O -0.110 -5.270 2.409
C -1.965 -4.787 3.683
C -3.117 -4.103 3.873
C -3.567 -3.012 2.969
O -4.522 -2.330 3.187
O -3.978 -4.345 4.914
O -1.017 -3.459 0.403
H -3.000 -2.220 0.937
H -1.784 -5.571 4.404
H -4.775 -3.816 4.832
H -1.251 -2.553 0.189
*
```

E: -3468.8218 a.u.

Atomic partial charges in e from the Mulliken method, atoms 1 to 2: Cl 1.347; O -0.149

---

No. 3
Density functional theory data (ωB97M-V with the def2-TZVPD basis set) for the molecule C4H8N2O.

```
! wB97M-V def2-TZVPD RIJCOSX def2/J DEFGRID3
* xyz 0 1
H 0.098 -1.316 -1.671
N -0.563 -0.676 -1.052
C 0.102 -0.109 -0.119
O 1.366 -0.338 0.224
C 2.083 -1.351 -0.414
N -0.294 0.771 0.902
C -1.732 0.718 1.055
C -1.165 1.864 0.321
H 3.029 -1.358 0.072
H 1.664 -2.323 -0.402
H 2.391 -1.104 -1.442
H -2.289 0.006 0.368
H -1.935 0.658 2.099
H -1.607 1.658 -0.739
H -1.148 2.899 0.800
*
```

SMILES string: [H]/N=C(\OC)N1CC1
E: -341.8644 a.u.
ΔE to the lowest compared entry with this formula, charge and spin: 87.4 kcal/mol

Atomic partial charges in e from the Mulliken method, atoms 1 to 2: H 0.276; N -0.702

---

No. 4
Density functional theory data (ωB97M-V with the def2-TZVPD basis set) for C15H20BF4MnO as an isolated structure.

```
! wB97M-V def2-TZVPD RIJCOSX def2/J DEFGRID3
* xyz -1 4
Mn 0.360 -0.545 0.267
C -0.238 -1.968 2.180
C -0.571 -0.633 2.523
C -1.636 -0.231 1.642
H -0.145 -0.065 3.296
C -1.865 -1.300 0.688
C -1.003 -2.363 0.990
H -0.918 -3.300 0.509
H 0.575 -2.520 2.628
H -2.148 0.695 1.685
H -2.601 -1.282 -0.088
C 2.394 -1.235 -0.910
C 1.489 -2.394 -0.927
C 0.291 -2.031 -1.598
H 1.659 -3.312 -0.413
C 0.445 -0.680 -2.063
C 1.742 -0.194 -1.615
H 2.140 0.776 -1.769
H 3.310 -1.187 -0.395
H -0.544 -2.649 -1.770
H -0.246 -0.155 -2.683
O -0.081 1.558 -0.032
C -0.952 2.458 -0.871
C -0.915 3.558 0.218
C -2.285 1.827 -1.139
C -0.216 2.847 -2.127
C 0.101 2.690 0.940
H -1.862 3.654 0.750
H -0.561 4.520 -0.117
H 1.144 3.029 0.907
H -0.150 2.356 1.955
H -2.933 2.537 -1.678
H -2.792 1.535 -0.215
H -2.177 0.929 -1.772
H -0.559 3.833 -2.472
H -0.399 2.129 -2.943
H 0.864 2.899 -1.952
F 1.546 -2.026 1.113
B 2.321 -3.283 1.731
F 2.618 -2.804 2.943
F 1.441 -4.339 1.665
F 3.358 -3.337 0.920
*
```

E: -2234.1926 a.u.
<S²>: 4.113
ΔE to the lowest compared entry with this formula, charge and spin: 31.8 kcal/mol

Atomic partial charges in e from the Mulliken method, atoms 1 to 2: Mn 0.992; C -0.413

---

No. 5
Density functional theory data (ωB97M-V with the def2-TZVPD basis set) for a 2-piece molecular cluster, H4O2 overall.

```
! wB97M-V def2-TZVPD RIJCOSX def2/J DEFGRID3
* xyz 0 1
O 0.631 0.886 -0.619
H 1.248 0.889 0.109
H -0.097 1.427 -0.261
O -0.726 -0.929 0.535
H -0.240 -1.702 0.027
H -0.152 -0.272 0.791
*
```

SMILES string: O.O
E: -152.8457 a.u.
ΔE to the lowest compared entry with this formula, charge and spin: 18.3 kcal/mol

Atomic partial charges in e from the Mulliken method, atoms 1 to 2: O -0.679; H 0.332

---

No. 6
Density functional theory data (ωB97M-V with the def2-TZVPD basis set) for the molecule CHNO4.

```
! wB97M-V def2-TZVPD RIJCOSX def2/J DEFGRID3
* xyz 0 1
O -1.138 -1.601 -0.063
C -0.227 -0.897 0.153
O 0.984 -1.048 -0.455
N 2.133 -0.265 -0.114
O 2.968 -0.837 0.378
O 2.080 0.907 -0.323
H -0.415 -0.196 0.978
*
```

SMILES string: O=CO[N+](=O)[O-]
E: -394.2565 a.u.
ΔE to the lowest compared entry with this formula, charge and spin: 66.8 kcal/mol

Atomic partial charges in e from the Mulliken method, atoms 1 to 2: O -0.378; C 0.199